Density functional theory data (wB97M-V/def2-TZVPD) for 9 unconnected molecules or ions with the total composition C26H50N4O5S5.

Gap between HOMO and LUMO (eV): 8.0
LUMO (eV): -0.19
Relative energy (zero: lowest compared OMol25 entry of this formula, charge and spin) (kcal/mol): 120.85
2S+1: 1
E_tot (eV): -98136.7754
E_HOMO (eV): -8.17

```
90
Properties=species:S:1:pos:R:3:forces:R:3:mulliken_charge:R:1
C -5.772 22.988 -10.263 0.231 0.458 1.130 -0.892
S -7.454 22.242 -10.291 0.853 -0.332 -3.264 0.471
O -7.675 22.331 -11.818 -0.478 -0.162 2.171 -0.619
C -7.142 20.412 -10.056 0.213 0.143 0.196 -0.871
H -5.379 23.085 -9.251 0.382 -1.095 0.228 0.306
H -5.765 24.063 -10.442 -1.199 0.074 -0.685 0.351
H -5.099 22.594 -11.024 -0.188 -0.584 0.325 0.312
H -6.504 20.043 -10.860 0.251 0.364 0.088 0.290
H -8.058 19.827 -10.142 -0.472 0.703 -0.222 0.320
H -6.775 20.125 -9.071 0.407 0.429 0.039 0.333
C 1.360 14.284 -6.583 0.094 -0.404 0.878 -0.890
S -0.115 15.162 -5.860 0.000 0.232 -0.916 0.502
O -0.813 14.332 -4.829 1.075 0.569 -0.127 -0.594
C 0.882 16.557 -5.146 0.162 -0.537 0.519 -0.992
H 1.390 14.328 -7.672 -0.083 0.547 0.142 0.304
H 1.366 13.220 -6.346 -0.626 -0.011 0.234 0.348
H 2.257 14.656 -6.087 0.086 0.237 -0.413 0.288
H 1.647 16.180 -4.467 -0.190 -0.214 0.254 0.343
H 0.239 17.259 -4.614 -0.157 -0.210 -0.100 0.314
H 1.447 17.099 -5.905 -0.401 -0.190 -0.458 0.373
C -0.829 24.173 -6.907 0.286 0.660 0.749 -0.911
S -0.756 22.765 -5.774 -0.957 -0.229 2.198 0.486
O -0.739 23.270 -4.308 0.049 -0.482 -2.726 -0.611
C -2.508 22.171 -5.995 0.281 0.981 -0.008 -0.882
H -1.478 24.931 -6.468 -0.488 -0.195 -0.234 0.318
H -1.056 23.909 -7.940 -0.186 -0.155 0.214 0.341
H 0.148 24.655 -6.871 0.227 -0.324 -0.087 0.317
H -2.745 21.979 -7.041 0.243 -0.331 0.029 0.318
H -3.143 22.999 -5.680 0.091 0.154 0.100 0.296
H -2.735 21.340 -5.327 0.448 -0.098 -0.232 0.326
C -1.756 20.318 2.231 0.980 -0.779 0.849 -0.900
S -1.075 18.763 1.470 -2.667 -1.318 -0.008 0.483
O -1.980 17.585 1.948 1.891 2.164 -0.164 -0.624
C -1.845 19.022 -0.148 -0.335 0.302 -0.440 -0.897
H -1.177 20.531 3.130 0.107 -0.445 0.225 0.320
H -2.742 20.001 2.571 -0.255 0.541 -0.491 0.307
H -1.592 21.239 1.671 -0.663 -0.354 -0.608 0.334
H -1.678 18.127 -0.748 0.380 0.146 0.029 0.304
H -1.579 19.944 -0.665 0.588 -0.122 0.004 0.359
H -2.928 19.085 -0.039 -0.024 -0.126 0.590 0.315
C -14.111 16.873 -2.332 0.344 -0.278 -0.153 -0.853
S -14.473 18.463 -3.200 -1.987 0.602 3.917 0.476
O -15.531 19.065 -2.225 1.446 -0.635 -2.156 -0.628
C -12.952 19.367 -2.855 0.701 -0.615 -0.727 -0.888
H -13.044 16.656 -2.276 0.058 -0.317 -0.941 0.292
H -14.749 16.136 -2.821 0.570 -0.214 -0.308 0.303
H -14.371 16.767 -1.279 -0.573 1.236 0.059 0.324
H -13.135 20.434 -2.975 -0.151 -0.163 0.251 0.316
H -12.282 19.052 -3.655 0.172 0.133 -0.229 0.344
H -12.427 19.087 -1.941 -0.571 0.246 0.287 0.314
N -6.089 14.876 -3.822 -2.211 -0.336 -0.174 -0.001
C -6.701 15.747 -4.717 -1.425 -1.957 0.232 -0.540
C -8.080 15.354 -4.765 1.433 2.244 -0.280 -0.420
C -8.343 14.376 -3.792 2.139 -0.815 0.080 -0.514
C -7.089 14.053 -3.303 1.049 0.085 0.416 -0.314
H -5.110 14.762 -3.601 -0.232 0.226 -0.189 0.210
H -6.105 16.399 -5.339 -0.273 0.091 0.124 0.371
H -8.796 15.889 -5.371 -0.046 -0.113 -0.025 0.398
H -9.200 13.790 -3.493 -0.230 0.426 -0.363 0.398
H -6.784 13.255 -2.643 -0.167 0.124 0.158 0.415
N -5.399 8.012 0.287 -0.590 1.670 -1.999 0.010
C -5.216 6.813 0.814 -0.956 -0.457 1.333 -0.232
C -4.043 6.868 1.462 2.873 -1.812 0.077 -0.597
C -3.295 8.015 1.026 -2.111 0.242 0.350 -0.297
C -4.237 8.775 0.333 0.245 -0.521 0.400 -0.560
H -6.304 8.143 -0.141 0.519 0.997 -0.363 0.211
H -6.029 6.105 0.744 0.247 -0.153 0.363 0.362
H -3.637 6.040 2.023 0.132 0.029 0.004 0.358
H -2.272 8.240 1.288 -0.225 0.210 -0.065 0.372
H -4.169 9.783 -0.048 -0.177 -0.212 -0.127 0.369
N -10.534 6.686 -0.607 0.542 0.300 -1.514 -0.025
C -9.853 6.068 -1.619 2.292 1.651 -1.528 -0.549
C -9.432 7.078 -2.569 -1.466 -2.068 1.364 -0.208
C -10.125 8.286 -2.226 1.856 -1.809 1.070 -0.519
C -10.633 7.996 -0.982 -2.063 1.862 0.541 -0.416
H -10.838 6.205 0.228 -0.141 0.552 -0.192 0.209
H -9.420 5.086 -1.499 -0.299 -0.055 -0.045 0.355
H -8.687 6.885 -3.327 -0.362 0.040 -0.252 0.374
H -10.008 9.261 -2.675 -0.263 -0.121 0.069 0.398
H -11.221 8.728 -0.448 -0.052 -0.345 0.512 0.386
N -5.061 11.110 -8.012 0.852 0.020 0.075 -0.021
C -4.753 9.768 -8.142 -0.237 1.977 0.520 -0.380
C -3.618 9.797 -8.920 -0.568 -4.567 -0.646 -0.429
C -3.249 11.047 -9.353 0.531 0.439 0.383 -0.440
C -4.108 11.829 -8.673 -2.326 2.771 -0.138 -0.426
H -5.738 11.601 -7.447 -0.016 -0.595 -0.013 0.204
H -5.391 9.093 -7.592 0.520 -0.532 -0.417 0.391
H -3.280 8.864 -9.346 0.562 -0.040 0.170 0.354
H -2.435 11.290 -10.020 -0.223 0.132 0.141 0.380
H -4.435 12.853 -8.776 0.901 0.410 -0.064 0.369
```
Forces are in eV/Å.

=====

Density functional theory data (wB97M-V/def2-TZVPD) for a molecular structure, C26H50OP2RuSi.

Gap between HOMO and LUMO (alpha / beta) (eV): 7.3 / 5.2
LUMO (alpha / beta) (eV): -2.83 / -5.05
Relative energy (zero: lowest compared OMol25 entry of this formula, charge and spin) (kcal/mol): 2.55
2S+1: 6
E_tot (eV): -58845.0210
⟨S²⟩: 8.7825
Total charge: +1
E_HOMO (alpha / beta) (eV): -10.14 / -10.24

```
81
Properties=species:S:1:pos:R:3:forces:R:3:mulliken_charge:R:1
Ru -0.690 0.553 -0.219 1.018 -0.099 1.823 0.010
C 0.302 2.678 1.064 -0.060 -0.173 2.216 1.762
C -1.018 2.022 1.295 1.173 -0.754 1.555 1.556
C 0.547 1.359 2.947 1.070 0.577 -0.362 0.463
C 1.203 2.254 2.067 -0.635 -0.273 0.285 1.303
C -0.786 1.193 2.530 -0.518 1.441 -1.012 0.281
C 0.584 3.888 0.280 0.091 0.372 -0.826 -2.455
H -0.242 4.148 -0.377 0.156 0.141 -0.066 0.341
H 1.499 3.742 -0.322 -0.326 0.204 0.164 0.439
H 0.753 4.757 0.935 0.045 -0.297 -0.078 0.476
C 2.545 2.819 2.342 0.647 0.019 -0.157 -1.766
H 2.770 3.680 1.709 -0.053 -0.086 0.065 0.458
H 3.325 2.068 2.159 -0.255 0.189 0.056 -0.011
H 2.653 3.148 3.392 -0.169 -0.180 -0.382 0.340
C 1.142 0.864 4.219 -0.053 -0.364 0.251 -1.745
H 1.670 1.663 4.769 -0.196 -0.252 -0.336 0.341
H 1.872 0.068 4.021 -0.086 0.196 -0.070 0.006
H 0.389 0.437 4.892 0.122 0.143 -0.185 0.467
C -1.836 0.710 3.457 -0.452 -0.323 0.372 -1.903
H -1.806 1.269 4.405 0.026 -0.045 -0.270 0.503
H -1.675 -0.357 3.701 -0.159 0.583 0.083 0.478
H -2.834 0.833 3.030 0.089 -0.114 0.100 0.270
C -2.291 2.790 1.175 -0.356 0.063 -0.015 -2.288
H -2.494 3.382 2.075 0.000 -0.037 -0.056 0.402
H -3.117 2.095 1.029 -0.292 0.220 -0.054 0.349
H -2.249 3.480 0.337 -0.236 0.076 -0.026 0.567
C -0.137 -1.372 -3.220 1.368 -1.209 -0.030 -1.145
C -0.408 -0.039 -3.671 -1.685 2.108 -1.421 0.172
C -1.816 0.281 -4.328 1.051 0.121 -0.160 -1.526
C -2.970 -0.490 -3.687 0.152 -0.029 -0.428 -1.009
C -2.788 -0.977 -2.264 -1.421 -0.498 0.229 0.575
C -2.446 -2.228 -1.911 -1.804 -0.404 -0.658 -0.899
C -1.743 -3.219 -2.796 -0.063 -0.317 -0.053 -0.815
C -0.808 -2.534 -3.807 -0.297 -0.550 -0.297 -1.057
H -1.772 0.095 -5.411 0.014 -0.131 0.327 0.424
H -3.202 -1.363 -4.325 -0.104 0.465 0.358 0.346
H -2.009 1.369 -4.250 0.257 -0.729 -0.213 0.565
H -1.386 -2.201 -4.664 -0.049 -0.151 -0.167 0.313
H 0.867 -1.541 -2.826 -0.193 0.084 0.187 0.692
H 0.393 0.192 -4.391 -0.274 0.434 -0.157 0.926
H -0.069 -3.245 -4.185 -0.102 -0.097 0.078 0.438
H -1.169 -3.916 -2.162 -0.143 0.219 -0.167 0.226
H -2.920 -2.696 -1.029 0.928 0.613 -0.203 0.369
H -2.482 -3.844 -3.329 0.167 0.160 0.209 0.449
H -3.845 0.181 -3.700 0.148 -0.482 0.022 0.455
H -3.379 -0.385 -1.557 0.218 -0.289 0.056 0.379
P -0.144 1.123 -2.293 0.031 -0.866 -0.248 0.885
C 1.636 1.289 -2.395 0.500 0.935 0.431 -1.162
C -1.206 2.602 -2.309 0.296 0.818 -0.422 -0.597
P -1.408 -1.350 1.265 0.838 -0.125 -0.152 0.909
C -0.330 -1.360 -0.236 -0.580 -1.390 -0.351 0.086
C -3.263 -1.213 1.080 0.377 -0.605 -0.303 -1.282
C -0.864 -3.053 1.662 -0.169 -0.270 0.291 -1.002
H 2.041 0.753 -1.514 0.041 0.205 -0.383 0.111
H 1.912 2.355 -2.330 0.219 -0.424 -0.096 0.378
H 1.959 0.849 -3.342 0.264 0.248 0.257 0.473
H -2.202 2.437 -2.763 0.698 0.018 0.225 0.478
H -0.671 3.436 -2.802 -0.556 -0.123 0.267 0.438
H -1.372 2.820 -1.236 0.086 0.185 -0.831 -0.625
H -1.070 -3.662 0.766 0.143 0.016 0.527 0.353
H -1.365 -3.467 2.538 0.036 -0.023 -0.018 0.475
H 0.224 -2.991 1.843 -0.585 -0.109 -0.098 -0.089
H 0.696 -1.688 0.004 -0.536 0.518 0.321 0.362
H -0.722 -1.855 -1.105 0.205 0.015 0.027 -0.328
H -3.689 -1.245 2.095 0.201 -0.046 -0.318 0.460
H -3.681 -2.039 0.480 -0.123 0.590 0.379 0.506
H -3.499 -0.224 0.646 0.057 -0.584 0.141 0.063
C 4.099 -1.877 -0.193 0.070 0.123 0.229 -1.247
Si 3.140 -1.151 1.267 0.514 -0.168 0.348 0.729
C 2.678 -2.662 2.349 0.219 0.233 -0.184 -1.409
C 4.377 -0.192 2.350 0.088 -0.335 -0.184 -1.333
O 1.938 -0.235 0.816 -1.238 0.881 -0.458 -0.289
H 4.815 -2.608 0.215 -0.064 0.166 -0.423 0.348
H 4.636 -1.077 -0.728 -0.011 -0.305 0.142 0.286
H 3.435 -2.373 -0.917 0.158 0.004 0.225 0.270
H 3.613 -2.968 2.846 -0.396 -0.104 -0.039 0.471
H 1.926 -2.432 3.115 0.185 -0.038 -0.021 0.354
H 2.320 -3.505 1.745 0.076 0.024 0.121 0.323
H 4.838 0.622 1.772 0.061 -0.237 0.178 0.280
H 3.924 0.244 3.251 0.164 -0.204 -0.189 0.365
H 5.152 -0.914 2.656 -0.029 0.430 0.019 0.440
```
Forces are in eV/Å.

=====

Question: The lowest E_tot belongs to which entry?
Answer: C26H50N4O5S5